Record 1
The following is a quantum chemistry calculation of a 2-piece molecular cluster, C4H12N4 overall, from the OMol25 dataset.

- SMILES string = [H]/N=C(/C)N=C.CNN
- highest occupied orbital energy (Ha) = -0.332
- gap between HOMO and LUMO (hartree) = 0.3668

```
20
C4H12N4 | the OMol25 dataset | wB97M-V/def2-TZVPD
H 1.9484 2.4542 -0.6908
N 2.5958 1.6714 -0.6286
C 2.1741 0.6856 0.0381
C 3.0266 -0.5398 0.1815
N 0.8992 0.5583 0.5365
C 0.4029 0.9896 1.6012
H 2.5175 -1.3974 -0.2531
H 3.9702 -0.3738 -0.3275
H 3.2047 -0.7456 1.2360
H 0.9764 1.5104 2.3726
H -0.6558 0.8349 1.7719
C -2.3832 -0.8832 -1.5937
N -2.0612 0.0962 -0.5728
N -2.4490 -0.2824 0.7402
H -1.9570 -1.8799 -1.3933
H -2.0047 -0.5246 -2.5479
H -3.4691 -0.9796 -1.6615
H -1.0550 0.2557 -0.5480
H -3.4602 -0.1861 0.8046
H -2.2207 -1.2642 0.9345
```

***

Record 2
The following is a quantum chemistry calculation of a 2-piece molecular cluster, C4H12N4O overall, from the OMol25 dataset.

- SMILES string = [H]/N=C(\C)NN.CC(N)=O
- highest occupied orbital energy (Ha) = -0.290
- gap between HOMO and LUMO (hartree) = 0.3136

```
21
C4H12N4O | the OMol25 dataset | wB97M-V/def2-TZVPD
H 1.4946 -1.6719 -1.7617
N 0.5100 -1.4023 -1.6787
C 0.4048 -0.1264 -1.4552
C 1.6346 0.7500 -1.4906
N -0.8830 0.4286 -1.4595
N -1.1966 1.6818 -0.9001
H 2.2685 0.4575 -2.3329
H 1.4078 1.8141 -1.5748
H 2.2049 0.5805 -0.5729
H -1.6158 -0.2686 -1.5952
H -1.8009 1.5372 -0.0771
H -0.3758 2.1349 -0.4958
C -1.0824 -1.5615 1.5915
C -0.7338 -0.1015 1.6723
N 0.6222 0.1666 1.7620
O -1.5622 0.7869 1.8420
H -2.0244 -1.6695 1.0470
H -0.3007 -2.1185 1.0683
H -1.1784 -1.9708 2.5996
H 1.3182 -0.5638 1.8240
H 0.8884 1.1166 1.9879
```

***

Record 3
The following is a quantum chemistry calculation of a 2-piece molecular cluster, C4H12N4O overall, from the OMol25 dataset.

- SMILES string = CN(C)C(N)=O.C=NN
- highest occupied orbital energy (Ha) = -0.311
- gap between HOMO and LUMO (hartree) = 0.3446

```
21
C4H12N4O | the OMol25 dataset | wB97M-V/def2-TZVPD
C 0.7664 -1.2319 1.5423
N 0.3562 -0.7688 0.2270
C 1.2830 -1.1162 -0.8352
C -1.0172 -0.6137 -0.1527
N -1.9355 -0.9280 0.8436
O -1.3752 -0.8136 -1.3247
H 0.7582 -2.3273 1.5532
H 0.1192 -0.8656 2.3395
H 1.7932 -0.9164 1.7453
H 2.2875 -0.7650 -0.5807
H 0.9559 -0.6475 -1.7656
H 1.2989 -2.2011 -0.9824
H -2.8782 -0.7832 0.5028
H -1.8043 -0.4587 1.7287
C 1.0202 2.3850 -0.4803
N -0.1445 2.3027 0.0452
N -1.2066 1.7935 -0.9002
H 1.3033 1.7919 -1.3629
H 1.7477 3.0064 0.0597
H -2.1265 2.0729 -0.5612
H -1.2019 1.0847 -1.6414
```

***

Record 4
The following is a quantum chemistry calculation of C4H12N4O in the gas phase, from the OMol25 dataset.

- SMILES string = C/N=C(\N)C[C@H](N)NO
- highest occupied orbital energy (Ha) = -0.320
- gap between HOMO and LUMO (hartree) = 0.3528

```
21
C4H12N4O | the OMol25 dataset | wB97M-V/def2-TZVPD
C 1.9263 0.1375 -2.0749
N 0.7968 -0.3555 -1.3251
C 0.9245 -0.6993 -0.1069
N 2.0915 -0.7127 0.6129
C -0.3103 -1.1316 0.6374
C -1.1645 0.0909 1.0138
N -2.4010 -0.3462 1.6199
N -1.6196 0.7882 -0.2167
O -1.2576 2.1722 -0.1533
H 2.3547 1.0440 -1.6284
H 1.5795 0.3836 -3.0780
H 2.7213 -0.6131 -2.1557
H 2.8961 -0.2358 0.2411
H 2.0485 -0.8598 1.6059
H -0.0689 -1.6782 1.5477
H -0.9043 -1.7826 -0.0052
H -0.6233 0.7862 1.6661
H -2.8585 0.4235 2.0983
H -2.9441 -0.4756 0.6697
H -1.1067 0.4298 -1.0313
H -2.0804 2.6345 0.0628
```

***

Record 5
The following is a quantum chemistry calculation of a 2-piece molecular cluster, C4H12NO overall, from the OMol25 dataset.

- net charge = -1
- highest occupied orbital energy (Ha) = -0.031
- gap between HOMO and LUMO (hartree) = 0.1398

```
18
C4H12NO | the OMol25 dataset | wB97M-V/def2-TZVPD
C -1.3225 -0.8358 1.2316
C -0.2596 -0.0602 0.4889
C 0.2627 -0.8018 -0.7549
C 0.9014 0.3687 1.4114
N 0.4748 1.1595 2.5382
H -1.4455 -0.3793 2.2094
H -2.2677 -0.7741 0.6903
H -1.0720 -1.8938 1.3342
H -0.7157 0.8690 0.1621
H 1.3350 -0.9865 -0.7085
H -0.2209 -1.7668 -0.9105
H 0.0487 -0.2146 -1.6401
H 1.5629 0.9664 0.7447
H 1.4942 -0.5226 1.6848
H 0.8039 0.7109 3.3907
O -0.0309 1.3134 -3.6126
H 0.7813 1.8062 -3.7729
H -0.3301 1.0414 -4.4868
```

***

Record 6
The following is a quantum chemistry calculation of an isolated ion of composition C4H12NO and charge +1, from the OMol25 dataset.

- net charge = +1
- SMILES string = C[C@@H]([NH3+])CCO
- highest occupied orbital energy (Ha) = -0.542
- gap between HOMO and LUMO (hartree) = 0.4236

```
18
C4H12NO | the OMol25 dataset | wB97M-V/def2-TZVPD
C -1.9339 0.0919 0.9036
C -0.5733 0.5400 0.3977
N 0.5393 0.1594 1.3919
C -0.2192 -0.3107 -0.8290
C 1.1172 0.0508 -1.4904
O 2.1673 -0.4793 -0.6847
H -2.2812 0.6587 1.7572
H -2.0599 -0.9781 0.9388
H -2.5804 0.4694 0.1170
H -0.4399 1.5546 0.0980
H 0.7102 -0.8446 1.3045
H 1.3953 0.6674 1.1706
H 0.3310 0.2481 2.3908
H -0.3068 -1.3852 -0.6620
H -0.9568 -0.1398 -1.6226
H 1.1628 -0.3688 -2.4831
H 1.1777 1.1414 -1.5398
H 2.7505 -1.0750 -1.1587
```

***

Record 7
The following is a quantum chemistry calculation of a 3-piece molecular cluster, C4H12NO overall, from the OMol25 dataset.

- net charge = +1
- highest occupied orbital energy (Ha) = -0.510
- gap between HOMO and LUMO (hartree) = 0.1538

```
18
C4H12NO | the OMol25 dataset | wB97M-V/def2-TZVPD
C -1.7492 -1.3580 1.9948
C -1.3277 -0.3479 0.9388
C 0.0246 -0.1133 0.6523
C 1.2070 -0.9777 0.9736
O 1.4268 0.0901 -1.5554
N -0.0095 2.4103 -2.2034
H -0.9436 -1.6972 2.6936
H -2.4510 -0.9884 2.6856
H -2.3770 -2.2221 1.6676
H -2.0850 0.3657 0.5496
H 0.2865 0.5333 -0.2056
H 1.9226 -0.9056 0.0544
H 1.6936 -0.7414 1.8317
H 0.9475 -2.0471 1.0094
H 0.8039 3.0043 -2.2345
H 1.9688 -0.1806 -2.2815
H -0.4527 2.5947 -3.1417
H 0.4097 1.4734 -2.1184
```

***

Record 8
The following is a quantum chemistry calculation of a 2-piece molecular cluster, C4H12NO overall, from the OMol25 dataset.

- net charge = +1
- highest occupied orbital energy (Ha) = -0.492
- gap between HOMO and LUMO (hartree) = 0.1884

```
18
C4H12NO | the OMol25 dataset | wB97M-V/def2-TZVPD
O 2.7945 -0.3541 -0.6051
C 1.4067 -0.8937 -0.3841
C 0.6062 -0.3564 0.7250
N -2.4884 0.6591 0.1583
C -3.1091 -0.1648 -0.8408
C 1.0369 1.1200 1.0118
H 3.3568 -0.8916 -0.0511
H 1.0607 -0.3984 -1.3924
H 1.5755 -1.9624 -0.3419
H 0.5096 -1.0431 1.5950
H -3.0205 0.6567 1.0124
H -1.4992 0.4315 0.3321
H -3.0974 0.3103 -1.8401
H -2.6447 -1.1722 -0.8370
H -4.2138 -0.1280 -0.6845
H 1.6744 1.1171 1.8701
H 0.0854 1.7280 0.9060
H 1.6321 1.3406 0.0927
```

***

Record 9
The following is a quantum chemistry calculation of a 2-piece molecular cluster, C4H12NO2 overall, from the OMol25 dataset.

- net charge = -1
- highest occupied orbital energy (Ha) = -0.120
- gap between HOMO and LUMO (hartree) = 0.2544

```
19
C4H12NO2 | the OMol25 dataset | wB97M-V/def2-TZVPD
C -0.5942 0.2019 0.7631
N -0.6839 -1.2979 0.6704
C 0.6724 -2.0083 0.9857
O 1.5107 -2.2649 -0.1699
C -1.6898 0.9196 -0.3022
C -1.3433 2.1397 -0.9847
H 0.3457 0.6216 0.3941
H -0.6782 0.5322 1.8295
H -0.6826 -1.6023 -0.3508
H 0.2851 -2.9626 1.4528
H 1.2933 -1.3333 1.7258
H -1.8328 0.2384 -1.2249
H -2.5847 0.8376 0.2697
H -1.8990 2.2064 -2.0287
H -0.2009 2.2233 -0.7657
H -1.8470 2.9605 -0.4200
H 3.1468 0.2252 -1.0751
H 3.0759 -1.2173 -0.2482
O 3.7066 -0.4199 -0.5207
```

***

Record 10
The following is a quantum chemistry calculation of C4H12NO2 as an isolated structure, from the OMol25 dataset.

- net charge = -1
- highest occupied orbital energy (Ha) = -0.116
- gap between HOMO and LUMO (hartree) = 0.2562

```
19
C4H12NO2 | the OMol25 dataset | wB97M-V/def2-TZVPD
C 2.8922 0.3951 -0.9800
N 1.6927 0.9245 -0.3623
C 0.7267 -0.5433 -0.1185
C 0.2038 -0.6139 1.3036
C -1.3263 -0.3503 1.5436
O -2.1254 -0.8511 0.5714
H 3.5405 1.2376 -1.2560
H 3.5085 -0.2080 -0.2984
H 2.7585 -0.1667 -1.9074
H 0.9029 0.5700 -0.8636
H -0.0389 -0.8037 -0.8734
H 1.4383 -1.3649 -0.2931
H 0.7944 0.0752 1.9049
H 0.4509 -1.5959 1.6903
H -1.4066 0.7662 1.6475
H -1.4785 -0.8185 2.5313
H -2.3107 0.2654 -0.8527
H -1.2966 1.3088 -1.2149
O -2.0215 0.8385 -1.6211
```

***

Short version: strongest force on any atom = 1.2; 2.6; 5.0; 2.9; 1.0; 2.9; 5.0; 5.9; 5.6; 4.3 eV/Å, in the order given.
Short version: ΔE to the lowest compared entry with this formula, charge and spin = 52.1; 34.2; 71.0; 62.5; 34.1; 16.7; 209.4; 146.6; 56.8; 82.9 kcal/mol, in the order given.